(1)
ORCA calculation (ωB97M-V with the def2-TZVPD basis set) on one molecule with the formula C7H10O5S.

Atoms and positions in Å:
S 1.558 -0.708 -1.108
O -1.065 -1.088 1.378
O -1.677 -0.684 -0.727
O 1.237 0.876 1.013
O 1.088 -2.088 -0.872
O -0.279 1.549 -2.013
C -0.165 1.665 -0.830
C -0.930 -0.583 0.306
C 0.471 0.523 -0.066
C -2.734 -1.702 -0.696
C 2.808 -0.608 0.121
C 2.023 -0.234 1.399
C -0.894 2.807 -0.115
H 3.114 -1.640 0.329
H -1.872 2.447 0.295
H 2.625 -0.163 2.322
H -3.066 -1.959 -1.628
H -3.496 -1.300 -0.003
H -2.244 -2.627 -0.356
H 1.311 -1.187 1.705
H -0.336 3.300 0.556
H 3.672 -0.082 -0.192
H -1.153 3.485 -0.818

Forces on the atoms, in the same order (eV/Å):
-0.1850 0.5081 -0.7132
0.0726 0.0620 0.0961
-1.0712 -0.3139 -2.2348
-0.6051 0.4288 1.0574
-1.1440 -0.5879 -0.2565
0.2063 -0.0338 -1.1942
-0.6661 0.1487 0.7430
2.7668 1.6075 1.1662
-1.4772 -2.3115 0.2001
1.6116 0.3007 3.4511
-0.2563 -1.2671 2.0212
-0.9047 -2.8389 0.5223
-1.4624 -3.8863 -0.3151
0.0380 0.0353 -0.6804
1.0048 0.0283 0.0693
-0.2210 1.1046 -0.6329
-0.8556 0.3948 -2.6554
0.1981 -0.7075 -0.4730
-0.4159 0.3780 0.5262
1.5333 2.3406 -1.1646
1.9757 1.3722 2.9668
0.6251 1.1947 0.0887
-0.7678 2.0423 -2.5881

Output
- LUMO: 0.7 eV
- Gap between HOMO and LUMO: 9.8 eV
- HOMO level: -9.113 eV

These are the Löwdin partial charges, in e, on atoms 1 to 4: atom 1 (S): 1.019, atom 2 (O): 0.130, atom 3 (O): -0.014, atom 4 (O): -0.078

(2)
ORCA calculation (ωB97M-V with the def2-TZVPD basis set) on C43H63As2O7P2Ti as an isolated structure.

Atoms and positions in Å:
As -0.622 0.541 -2.817
As 2.042 1.036 -0.286
Ti -0.711 0.749 -0.210
P -0.803 -2.295 0.527
P -0.258 -0.513 2.863
O -0.762 -3.778 0.048
O -0.130 -1.288 -0.342
O 1.132 -0.034 3.387
O -1.205 -0.745 4.089
O -0.787 0.467 1.875
O -2.333 -2.020 0.668
O -1.246 2.480 -0.398
C 4.308 0.897 1.505
C -3.145 0.691 4.294
C 1.811 -0.534 4.591
C -0.898 2.724 -4.728
C -2.592 1.024 -4.853
C 2.678 -1.718 4.222
C -0.079 -3.052 -5.016
C -0.076 -2.182 2.170
C 5.419 0.333 2.114
C -2.132 4.620 -0.964
C 1.311 -3.848 -1.280
C -3.215 1.717 -5.880
C 4.073 3.052 -0.960
C 1.285 0.945 -3.125
C -4.103 -2.341 2.251
C -1.059 -3.877 -4.480
C 2.206 5.059 -1.407
C -1.425 1.518 -4.279
C 1.788 3.806 -0.979
C -1.708 -2.115 -2.980
C 5.846 -0.936 1.745
C -1.744 0.440 4.799
C 0.413 -4.588 -0.313
C 3.556 5.314 -1.604
C -1.878 -3.406 -3.464
C -4.169 -3.379 -0.062
C -2.001 3.558 0.120
C -1.525 3.418 -5.756
C 2.720 2.795 -0.756
C 2.198 0.263 -2.114
C 3.630 0.218 0.492
C -2.681 2.915 -6.334
C -0.733 -1.278 -3.516
C 2.589 0.637 5.141
C -1.282 4.115 1.346
C -0.147 -5.866 -0.890
C 4.063 -1.053 0.130
C 4.487 4.309 -1.380
C -3.383 3.038 0.516
C 5.163 -1.630 0.758
C -3.330 -2.997 1.134
C -1.669 0.141 6.275
C 0.076 -1.755 -4.542
H -3.813 -0.115 4.600
H 0.733 3.609 -0.821
H -3.438 -2.032 3.058
H -1.156 5.045 -1.209
H 0.991 -2.398 2.080
H -2.794 -3.874 1.502
H -2.342 -1.754 -2.176
H -2.048 0.996 6.837
H -0.864 -6.322 -0.208
H -0.541 -2.906 2.842
H -2.785 5.434 -0.641
H -3.016 0.087 -4.510
H -4.118 1.321 -6.326
H 2.113 -4.519 -1.590
H -4.830 -3.047 2.654
H -0.004 3.142 -4.285
H 1.929 1.475 5.364
H -0.640 -5.662 -1.841
H 5.497 -2.615 0.457
H 3.573 -1.594 -0.668
H 0.557 -3.412 -5.814
H 3.989 1.892 1.798
H -1.188 -4.882 -4.862
H -2.653 -4.041 -3.054
H 0.748 -3.540 -2.164
H -3.155 0.775 3.208
H -1.103 1.290 4.550
H -1.876 4.896 1.825
H 3.336 0.963 4.417
H 1.388 2.029 -3.050
H 5.953 0.885 2.878
H 3.243 0.385 -2.407
H 3.297 -1.481 3.357
H 5.541 4.501 -1.532
H -1.106 4.353 -6.103
H 6.713 -1.377 2.219
H 3.884 6.291 -1.933
H 1.554 0.675 -4.147
H 1.475 5.839 -1.580
H 1.760 -2.964 -0.829
H -3.280 2.233 1.249
H 1.979 -0.805 -2.054
H -1.108 3.314 2.069
H -4.637 -1.464 1.884
H 0.663 -6.574 -1.061
H -3.997 3.829 0.952
H -0.646 -0.049 6.598
H 3.335 -1.959 5.059
H -2.549 4.178 -1.871
H 0.936 -4.796 0.624
H -4.938 -4.093 0.237
H -3.897 2.640 -0.361
H 1.033 -0.837 5.295
H -2.281 -0.728 6.520
H 0.830 -1.121 -4.989
H 2.086 -2.609 4.008
H -4.657 -2.496 -0.476
H -0.315 4.540 1.072
H 4.813 2.277 -0.803
H -3.166 3.456 -7.136
H -3.551 -3.839 -0.833
H -3.519 1.625 4.713
H 3.099 0.342 6.058

Forces on the atoms, in the same order (eV/Å):
0.5326 -0.3356 -0.4731
0.0271 -0.1535 -0.6685
0.3201 0.2717 0.1065
-0.1570 0.0995 -0.0552
-0.1752 0.0918 -0.3622
0.2177 -0.1227 -0.0330
-0.0861 -0.7238 0.1428
0.1332 0.0318 0.0898
-0.0622 -0.0328 0.1669
0.0666 -0.3461 0.5697
-0.0340 0.0411 0.0317
-0.6226 1.0816 0.2989
0.0423 0.0202 0.0081
-0.0469 0.0333 0.0132
-0.0691 0.0221 -0.0755
-0.0483 0.0421 -0.0039
-0.0128 0.0017 -0.0477
0.0335 -0.0225 0.0658
-0.0109 0.0025 0.0114
-0.0663 -0.0625 0.1125
-0.0653 -0.0208 0.0308
-0.0208 0.0815 -0.0213
0.0401 -0.0040 -0.0408
0.0070 0.0082 0.0063
0.0283 0.0413 -0.0877
-0.0726 0.0574 -0.0688
-0.0576 0.0019 0.0240
0.0118 -0.0042 -0.0100
0.0252 0.0092 -0.0031
-0.1245 0.0682 0.0409
-0.0449 0.0114 0.0410
-0.0259 -0.0375 0.0143
0.0140 -0.0207 0.0348
0.0194 -0.0044 -0.0671
-0.0285 0.0628 0.0369
-0.0223 -0.0088 0.0027
-0.0006 0.0329 -0.0061
-0.0358 -0.0116 0.0032
0.0447 -0.1219 -0.1686
0.0241 -0.0155 0.0265
-0.0069 0.0216 0.1166
0.1710 -0.0252 0.0525
-0.0892 0.0403 0.2284
-0.0140 -0.0028 -0.0028
-0.0505 0.0608 -0.0080
0.0456 0.0133 0.0047
-0.0051 0.0550 0.0588
-0.0006 -0.0316 0.0065
0.0902 -0.0138 0.0174
0.0090 -0.0378 0.0162
-0.0271 0.0055 -0.0037
-0.0491 0.0350 -0.0506
0.0637 -0.0102 -0.0583
-0.0288 -0.0008 0.0367
0.0147 -0.0263 0.0066
0.0079 -0.0040 -0.0050
0.0157 -0.0319 -0.0191
0.0131 -0.0141 -0.0038
0.0053 -0.0241 0.0058
-0.0170 -0.0367 -0.0037
0.0271 0.0151 0.0224
-0.0002 0.0053 -0.0113
-0.0076 -0.0048 0.0003
0.0084 0.0028 0.0099
0.0772 -0.0111 0.0316
0.0114 0.0130 -0.0045
0.0157 -0.0012 -0.0005
-0.0010 0.0023 -0.0010
-0.0017 0.0006 -0.0123
-0.0035 0.0109 -0.0045
0.0214 -0.0111 0.0183
-0.0091 -0.0102 -0.0075
0.0001 0.0035 0.0005
0.0010 -0.0011 -0.0004
-0.0459 -0.0189 -0.0126
0.0013 -0.0009 -0.0012
-0.0239 -0.0162 -0.0076
0.0008 0.0000 -0.0021
0.0044 -0.0009 -0.0021
0.0029 -0.0119 0.0081
0.0160 0.0094 -0.0004
0.0241 -0.0216 -0.0133
0.0156 0.0104 -0.0026
0.0069 -0.0111 -0.0102
-0.0063 0.0177 -0.0032
0.0000 -0.0011 -0.0057
-0.0079 -0.0360 -0.0324
0.0615 0.0480 -0.0538
-0.0027 0.0070 -0.0099
-0.0028 0.0026 -0.0016
-0.0021 -0.0012 -0.0024
-0.0032 0.0047 0.0038
0.0085 -0.0099 0.0037
0.0038 0.0046 -0.0021
-0.0181 -0.0087 0.0159
0.0201 0.0159 0.0133
-0.0058 -0.0115 0.0174
-0.0264 -0.0103 0.0019
0.0163 0.0039 -0.0129
-0.0033 0.0018 -0.0194
-0.0072 -0.0077 -0.0092
0.0032 0.0123 -0.0058
-0.0014 -0.0094 -0.0104
-0.0177 -0.0085 0.0117
0.0085 0.0093 0.0081
-0.0003 0.0037 -0.0011
0.0096 0.0058 -0.0061
0.0159 0.0006 0.0057
0.0042 -0.0025 -0.0111
-0.0033 0.0113 0.0009
-0.0006 0.0083 0.0000
-0.0014 0.0014 0.0014
-0.0037 -0.0215 -0.0171
-0.0144 -0.0165 0.0181
0.0002 -0.0005 -0.0015
0.0054 0.0026 0.0097
-0.0130 -0.0094 0.0134
-0.0023 0.0032 0.0019

Output
- LUMO (spin up / spin down): -1.7 / -1.7 eV
- ⟨S²⟩: 2.004
- Charge: +1
- Gap between HOMO and LUMO (spin up / spin down): 6.0 / 8.8 eV
- Spin multiplicity: 3
- HOMO level (spin up / spin down): -7.735 / -10.538 eV

These are the Löwdin partial charges, in e, on atoms 1 to 4: atom 1 (As): 1.308, atom 2 (As): 1.324, atom 3 (Ti): 0.506, atom 4 (P): 0.456

(3)
ORCA calculation (ωB97M-V with the def2-TZVPD basis set) on a 2-piece molecular cluster, C3H7NO2 overall.

Atoms and positions in Å:
O -1.846 1.666 -0.218
O -0.617 -2.419 0.654
N -1.042 1.332 -1.074
C 0.923 -0.061 -1.167
C 0.547 1.084 0.863
C 0.123 0.882 -0.546
H 0.477 -0.375 -2.072
H -0.958 -3.243 0.251
H 1.374 1.844 0.713
H -0.351 1.493 1.361
H 1.860 -0.542 -0.886
H -1.416 -1.837 0.759
H 0.926 0.175 1.363

Forces on the atoms, in the same order (eV/Å):
-0.0683 0.2294 -0.5090
-1.3333 0.2221 -0.1535
-1.8639 0.1596 -0.5799
-2.4386 1.9133 -0.8163
0.0186 1.9811 0.3663
4.9597 -4.2083 1.1247
0.1364 -0.5199 -1.3244
0.2127 0.7086 0.3410
-0.8329 -0.5957 1.1374
0.9187 0.0390 0.4131
-0.5507 0.4312 0.5852
1.1386 -0.9003 -0.1887
-0.2971 0.5400 -0.3959

Output
- LUMO: -0.8 eV
- Gap between HOMO and LUMO: 8.4 eV
- SMILES string: C=C(C)N=O.O
- HOMO level: -9.257 eV

These are the Löwdin partial charges, in e, on atoms 1 to 4: atom 1 (O): -0.020, atom 2 (O): -0.089, atom 3 (N): -0.013, atom 4 (C): 0.120

(4)
ORCA calculation (ωB97M-V with the def2-TZVPD basis set) on one molecule with the formula C3H6N2O.

Atoms and positions in Å:
O -1.238 -1.777 -0.746
N 1.286 -0.780 -0.336
N 0.880 1.365 0.528
C -1.527 -0.587 -0.400
C 0.361 0.142 0.129
C -0.823 -0.179 0.791
H 0.821 -1.630 -0.657
H -1.285 0.385 1.595
H 0.324 2.188 0.346
H 1.883 1.464 0.437
H -2.530 -0.182 -0.589
H 1.847 -0.410 -1.096

Forces on the atoms, in the same order (eV/Å):
-0.5970 2.1788 -2.1346
-0.8635 0.6544 -1.3601
0.9345 -0.0419 -0.7777
-1.6993 -5.9074 3.3024
2.0738 0.5379 4.4013
-0.5566 1.2930 -2.5301
-0.0997 -0.0323 0.3958
0.3704 0.7595 -0.4625
0.1538 -0.2675 0.1800
-0.1116 0.3188 -0.0885
0.2361 0.4431 -0.9475
0.1590 0.0636 0.0214

Output
- LUMO: 0.7 eV
- Gap between HOMO and LUMO: 8.7 eV
- SMILES string: NC(N)=CC=O
- HOMO level: -7.990 eV

These are the Löwdin partial charges, in e, on atoms 1 to 4: atom 1 (O): -0.082, atom 2 (N): 0.145, atom 3 (N): 0.116, atom 4 (C): -0.279

Computed max |F|, in the same sequence as the records: 4.16, 1.28, 6.60, 6.98 eV/A.
Computed energy above the lowest of the compared OMol25 structures with the same formula, charge and spin, in the same sequence as the records: 0.0, 0.0, 112.1, 77.6 kcal per mole.